Entry 1:
Below is C33H31N10OPtSe2 as an isolated structure, with properties calculated with ωB97M-V/def2-TZVPD.

CARTESIAN COORDINATES (ANGSTROEM)
1 Pt -0.05 0.22 -0.11
2 N -2.93 1.86 -3.32
3 C -2.13 1.06 -2.63
4 N -1.60 1.35 -1.47
5 C -1.89 2.58 -0.88
6 N -1.41 2.96 0.27
7 N -0.56 2.02 0.83
8 C 0.03 2.34 1.91
9 C 0.97 1.37 2.51
10 C 1.47 1.55 3.79
11 C 2.35 0.59 4.29
12 C 2.69 -0.49 3.50
13 C 2.15 -0.59 2.22
14 N 1.31 0.32 1.73
15 C -2.78 3.50 -1.59
16 C -3.11 4.77 -1.09
17 C -3.93 5.60 -1.81
18 C -4.42 5.20 -3.06
19 C -4.10 3.97 -3.58
20 C -3.28 3.13 -2.83
21 H -3.27 1.55 -4.22
22 H -1.90 0.10 -3.07
23 H -0.15 3.31 2.37
24 H 1.18 2.40 4.37
25 H 2.75 0.69 5.29
26 H 3.37 -1.25 3.85
27 H 2.40 -1.41 1.57
28 H -2.72 5.07 -0.13
29 H -4.18 6.58 -1.43
30 H -5.06 5.87 -3.62
31 H -4.49 3.66 -4.54
32 Se -3.15 -0.55 1.45
33 C -4.54 -1.67 1.08
34 C -4.50 -3.00 1.55
35 C -5.59 -3.81 1.32
36 C -6.70 -3.31 0.63
37 C -6.73 -1.99 0.16
38 C -5.66 -1.16 0.39
39 H -3.65 -3.37 2.10
40 H -5.60 -4.83 1.69
41 H -7.55 -3.95 0.46
42 H -7.61 -1.62 -0.36
43 H -5.69 -0.13 0.06
44 C 3.61 2.80 0.69
45 N 4.00 1.57 0.01
46 C 3.33 0.93 -0.95
47 Se 1.66 1.40 -1.67
48 N 4.08 -0.10 -1.37
49 C 5.30 -0.12 -0.68
50 C 6.41 -0.95 -0.76
51 C 7.45 -0.66 0.09
52 C 7.40 0.42 0.98
53 C 6.29 1.25 1.06
54 C 5.24 0.95 0.21
55 H 2.59 3.04 0.40
56 H 4.28 3.61 0.38
57 H 3.68 2.65 1.76
58 H 3.82 -0.69 -2.14
59 H 6.46 -1.77 -1.46
60 H 8.34 -1.27 0.06
61 H 8.25 0.62 1.62
62 H 6.26 2.09 1.74
63 C -0.65 -4.84 1.43
64 N -0.25 -4.03 0.27
65 C 0.25 -4.62 -0.85
66 C 0.64 -3.90 -1.92
67 C 0.56 -2.48 -1.81
68 N 0.09 -1.89 -0.71
69 C -0.36 -2.66 0.34
70 O -0.87 -2.13 1.34
71 N 0.98 -1.71 -2.81
72 H -0.81 -5.86 1.09
73 H -1.56 -4.44 1.85
74 H 0.13 -4.82 2.18
75 H 0.30 -5.70 -0.83
76 H 1.03 -4.38 -2.80
77 H 1.29 -2.13 -3.68
78 H 1.06 -0.71 -2.69

* charge: +3
* 2S+1: 5
* frontier orbital gap (alpha / beta): 6.801 / 4.738 eV
* energy above the lowest of the compared OMol25 structures with the same formula, charge and spin: 114.30 kJ/mol
* lowest unoccupied orbital energy (alpha / beta): -7.84 / -10.64 eV

***

Entry 2:
Below is a 2-piece molecular cluster, C7H12O2Si overall in a non-equilibrium geometry, with properties calculated with ωB97M-V/def2-TZVPD.

CARTESIAN COORDINATES (ANGSTROEM)
1 C -1.31 2.30 -1.54
2 Si -0.23 1.55 -0.13
3 C -0.45 2.60 1.39
4 C -0.45 -0.32 0.15
5 C -1.20 -1.16 -0.63
6 C -0.93 -2.48 -0.16
7 C -0.02 -2.33 0.81
8 O 0.32 -1.08 0.96
9 H -1.35 1.64 -2.41
10 H -2.37 2.40 -1.25
11 H -0.94 3.35 -1.75
12 H 1.29 1.60 -0.57
13 H -1.01 2.02 2.20
14 H 0.59 2.95 1.69
15 H -1.22 3.35 1.34
16 H -1.95 -0.76 -1.33
17 H -1.37 -3.41 -0.37
18 H 0.53 -3.01 1.57
19 C 3.01 -2.24 0.02
20 O 3.41 -2.66 1.07
21 H 2.08 -2.79 -0.52
22 H 3.57 -1.51 -0.55

* SMILES: C[SiH](C)c1ccco1.C=O
* charge: 0
* frontier orbital gap: 9.621 eV
* energy above the lowest of the compared OMol25 structures with the same formula, charge and spin: 282.44 kJ/mol
* lowest unoccupied orbital energy: 0.79 eV

***

Entry 3:
Below is C20H60N4O11 as an isolated structure in a non-equilibrium geometry, with properties calculated with ωB97M-V/def2-TZVPD.

CARTESIAN COORDINATES (ANGSTROEM)
1 O 0.29 -2.93 -1.33
2 H -0.21 -2.91 -2.08
3 H 0.32 -2.12 -1.18
4 H 1.10 -3.23 -1.46
5 C -0.40 0.07 -0.44
6 O -0.70 -0.74 0.43
7 O -0.80 1.37 -0.45
8 O 0.39 -0.34 -1.38
9 H -1.51 1.60 0.28
10 C 0.11 -2.96 4.01
11 C 1.21 -2.16 3.36
12 C 2.54 -2.34 4.05
13 O 2.28 -1.67 5.32
14 C 3.43 -1.48 6.10
15 N 1.32 -2.61 1.92
16 H 0.30 -3.95 3.77
17 H -0.93 -2.84 3.66
18 H 0.16 -2.75 5.07
19 H 0.99 -1.16 3.39
20 H 3.38 -1.69 3.65
21 H 3.16 -3.31 4.30
22 H 3.13 -0.96 6.88
23 H 4.18 -0.93 5.38
24 H 3.98 -2.23 6.45
25 H 2.18 -2.03 1.42
26 H 0.40 -2.10 1.57
27 C -1.51 4.32 2.02
28 C -2.36 4.62 0.73
29 C -3.66 3.87 0.56
30 O -3.31 2.53 0.58
31 C -4.41 1.60 0.64
32 N -2.44 5.98 0.60
33 H -2.08 4.33 2.97
34 H -0.62 5.06 2.30
35 H -1.13 3.26 2.05
36 H -1.89 4.44 -0.20
37 H -4.26 4.00 -0.43
38 H -4.38 4.13 1.38
39 H -5.14 1.99 -0.15
40 H -5.04 1.70 1.59
41 H -3.83 0.57 0.33
42 H -3.16 6.16 -0.09
43 H -1.58 6.41 0.22
44 C 3.45 -2.41 -3.46
45 C 3.82 -2.77 -2.08
46 C 3.88 -1.57 -1.04
47 O 4.44 -2.13 0.13
48 C 4.95 -1.22 0.99
49 N 2.89 -3.77 -1.50
50 H 3.29 -3.36 -4.05
51 H 4.24 -2.03 -4.05
52 H 2.57 -1.73 -3.50
53 H 4.77 -3.44 -1.97
54 H 2.85 -1.12 -0.86
55 H 4.63 -1.02 -1.32
56 H 4.09 -0.60 1.35
57 H 5.64 -0.53 0.67
58 H 5.50 -2.02 1.85
59 H 3.05 -4.01 -0.47
60 H 3.08 -4.56 -1.91
61 C -1.76 -0.13 -5.84
62 C -0.94 0.57 -4.73
63 C -1.87 1.18 -3.55
64 O -2.87 2.02 -4.20
65 C -3.81 2.56 -3.26
66 N 0.08 -0.32 -4.06
67 H -2.39 -0.82 -5.60
68 H -1.15 -0.54 -6.46
69 H -2.32 0.62 -6.41
70 H -0.54 1.56 -4.83
71 H -1.34 1.87 -2.89
72 H -2.20 0.65 -2.93
73 H -4.69 3.09 -3.75
74 H -3.34 3.13 -2.36
75 H -4.44 1.80 -2.84
76 H 0.82 -0.14 -4.60
77 H 0.11 -0.08 -3.06
78 C -1.76 0.87 3.47
79 O -0.55 0.84 2.62
80 H -2.47 0.86 2.54
81 H -2.05 1.77 3.88
82 H -1.87 0.19 4.01
83 H -0.56 0.24 1.84
84 C 2.40 2.37 -0.73
85 O 1.49 2.53 -1.75
86 H 2.44 1.32 -0.27
87 H 2.04 3.01 0.10
88 H 3.34 2.38 -1.28
89 H 0.85 1.73 -1.67
90 C -3.14 -2.77 0.17
91 O -2.72 -2.11 1.37
92 H -4.18 -2.54 -0.17
93 H -2.63 -4.02 0.10
94 H -2.51 -2.53 -0.49
95 H -2.13 -1.46 1.10

* charge: 0
* frontier orbital gap: 8.923 eV
* energy above the lowest of the compared OMol25 structures with the same formula, charge and spin: 409.02 kJ/mol
* lowest unoccupied orbital energy: 0.10 eV

***

Entry 4:
Below is one molecule with the formula C8H10N2 in a non-equilibrium geometry, with properties calculated with ωB97M-V/def2-TZVPD.

CARTESIAN COORDINATES (ANGSTROEM)
1 C 2.83 -0.87 0.33
2 C 1.34 -0.42 0.44
3 C 0.92 0.61 -0.62
4 C -0.25 1.56 -0.19
5 C -1.41 0.71 -0.14
6 C -2.65 0.87 0.36
7 N -3.29 -0.34 0.23
8 N -2.40 -1.30 -0.17
9 C -1.29 -0.68 -0.40
10 C 0.42 -0.87 -0.66
11 H 2.97 -1.73 -0.30
12 H 3.18 -1.25 1.32
13 H 3.59 -0.18 -0.08
14 H 0.94 -0.47 1.54
15 H 1.70 0.75 -1.39
16 H -0.23 2.28 -1.01
17 H 0.10 2.11 0.67
18 H -3.28 1.60 0.78
19 H -4.06 -0.75 0.69
20 H 0.84 -1.63 -1.40

* SMILES: C[C@H]1[C@@H]2Cc3c[nH]nc3[C@H]12
* charge: 0
* frontier orbital gap: 9.972 eV
* energy above the lowest of the compared OMol25 structures with the same formula, charge and spin: 246.40 kJ/mol
* lowest unoccupied orbital energy: 1.07 eV

***

Entry 5:
Below is C31H29CrIN5O7S as an isolated structure in a non-equilibrium geometry, with properties calculated with ωB97M-V/def2-TZVPD.

CARTESIAN COORDINATES (ANGSTROEM)
1 Cr -1.42 -0.10 0.79
2 C -1.79 -3.93 -1.05
3 C -1.58 -2.44 -1.00
4 O -1.63 -1.90 0.11
5 C -1.32 -1.69 -2.22
6 C -1.46 -2.29 -3.49
7 C -1.17 -1.60 -4.64
8 C -0.71 -0.28 -4.57
9 C -0.57 0.33 -3.35
10 C -0.88 -0.33 -2.13
11 O -0.74 0.32 -1.03
12 H -1.90 -4.27 -0.02
13 H -0.96 -4.43 -1.54
14 H -2.71 -4.16 -1.58
15 H -1.82 -3.30 -3.56
16 H -1.30 -2.08 -5.60
17 H -0.48 0.26 -5.47
18 H -0.20 1.35 -3.27
19 O -1.21 1.76 1.49
20 N -1.24 1.87 2.79
21 N -1.57 0.79 3.39
22 O -1.93 -0.27 2.74
23 C -1.45 0.74 4.79
24 C -1.48 1.90 5.54
25 C -1.28 1.82 6.91
26 C -1.05 0.59 7.51
27 C -1.03 -0.57 6.75
28 C -1.23 -0.50 5.38
29 H -1.64 2.85 5.06
30 H -1.32 2.71 7.51
31 H -0.89 0.54 8.58
32 H -0.85 -1.52 7.22
33 H -1.22 -1.38 4.76
34 S -4.33 -1.43 1.61
35 C -3.64 -2.90 1.70
36 N -3.18 -3.96 1.76
37 N -3.23 2.72 -0.13
38 C -3.66 1.52 -0.52
39 O -3.15 0.47 -0.13
40 C -4.78 1.43 -1.51
41 I -6.41 2.76 -1.07
42 H -2.43 2.74 0.50
43 H -3.67 3.58 -0.43
44 H -5.18 0.42 -1.51
45 H -4.43 1.69 -2.51
46 C 2.29 -1.39 -2.76
47 O 2.20 -0.14 -2.12
48 C 2.97 0.88 -2.55
49 C 3.81 0.83 -3.66
50 C 4.54 1.93 -4.05
51 C 4.46 3.12 -3.35
52 C 3.63 3.19 -2.25
53 C 2.90 2.09 -1.82
54 N 2.05 2.25 -0.73
55 C 1.66 1.36 0.19
56 C 2.30 0.18 0.55
57 C 3.67 -0.09 0.30
58 C 4.25 -1.25 0.73
59 C 3.49 -2.21 1.42
60 C 2.18 -1.99 1.70
61 C 1.52 -0.81 1.27
62 O 0.27 -0.67 1.46
63 H 1.60 -2.04 -2.22
64 H 3.30 -1.79 -2.69
65 H 1.97 -1.33 -3.80
66 H 3.88 -0.08 -4.23
67 H 5.18 1.86 -4.92
68 H 5.03 3.98 -3.65
69 H 3.55 4.11 -1.68
70 H 1.59 3.15 -0.69
71 H 0.74 1.62 0.70
72 H 4.26 0.66 -0.20
73 H 5.30 -1.43 0.54
74 H 3.97 -3.12 1.74
75 H 1.58 -2.72 2.23

* charge: 0
* 2S+1: 2
* frontier orbital gap (alpha / beta): 4.783 / 4.792 eV
* energy above the lowest of the compared OMol25 structures with the same formula, charge and spin: 87.84 kJ/mol
* lowest unoccupied orbital energy (alpha / beta): -1.19 / -1.18 eV

***

Entry 6:
Below is an isolated ion of composition C4H9N2 and charge +1 in a non-equilibrium geometry, with properties calculated with ωB97M-V/def2-TZVPD.

CARTESIAN COORDINATES (ANGSTROEM)
1 C -0.83 -1.80 0.73
2 C -0.29 -0.59 0.58
3 C 0.51 0.19 1.56
4 C -0.09 0.16 -0.96
5 N -0.30 -0.09 -2.33
6 N 0.39 1.42 -0.85
7 H -1.01 -2.26 1.76
8 H -1.28 -2.26 -0.14
9 H 0.24 1.14 1.93
10 H 1.49 0.41 1.25
11 H 0.61 -0.29 2.43
12 H -0.90 -0.81 -2.65
13 H -0.42 0.61 -3.02
14 H 0.97 1.63 -0.07
15 H 0.33 2.08 -1.62

* SMILES: C=C(C)C(N)=[NH2+]
* charge: +1
* frontier orbital gap: 10.222 eV
* energy above the lowest of the compared OMol25 structures with the same formula, charge and spin: 237.74 kJ/mol
* lowest unoccupied orbital energy: -4.58 eV